DFT (the ωB97M-V functional and the def2-TZVPD basis) results for a single C3H7N3O2 molecule.

Results
**Strongest force on any atom**: 3.67 eV/A
**HOMO level**: -9.40 eV
**ΔE to the lowest compared entry with this formula, charge and spin**: 362.5 kJ/mol
**HOMO-LUMO gap**: 10.1 eV
**SMILES**: C/N=C(\NN)C(=O)O

Bonds (Å) are listed after each position.
Atoms and positions in Å:
1 H -1.30 1.29 1.73  C2 1.208
2 C -1.80 1.23 0.63  H1 1.208, N3 1.489, H7 1.285, H10 1.127
3 N -0.77 1.38 -0.43  C2 1.489, C14 1.294
4 O 2.19 1.01 -0.87  H11 0.925, C15 1.400
5 N 0.86 -1.72 0.52  H6 1.009, N8 1.437, H12 1.022
6 H 1.25 -1.81 1.44  N5 1.009
7 H -2.40 0.10 0.50  C2 1.285
8 N -0.23 -0.79 0.46  N5 1.437, H9 1.020, C14 1.343
9 H -1.11 -1.05 0.91  N8 1.020
10 H -2.51 2.09 0.44  C2 1.127
11 H 2.82 0.90 -1.54  O4 0.925
12 H 0.71 -2.63 0.06  N5 1.022
13 O 1.22 -0.48 -2.27  C15 1.211
14 C -0.07 0.30 -0.30  N3 1.294, N8 1.343, C15 1.543
15 C 1.14 0.18 -1.26  O4 1.400, O13 1.211, C14 1.543